(1)
The following is a quantum chemistry calculation of one molecule with the formula C5H10O2, from the OMol25 dataset.

Summary:
- Total charge: 0
- 2S+1: 1
- SMILES: CO[C@H]1CO[C@H]1C
- Kohn-Sham gap: 0.39200 Ha
- Lowest unoccupied orbital energy: 1.022 eV

XYZ file:
```
17
Properties=species:S:1:pos:R:3:mulliken_charge:R:1
C -1.5458 -1.7664 -0.0812 -0.76
O -0.5857 -0.9242 0.5085 -0.35
C 0.2865 -0.3817 -0.4386 -0.01
C -0.2550 0.7554 -1.3206 -0.55
O 0.7472 1.6568 -0.8410 -0.45
C 1.2405 0.6941 0.1168 0.26
C 1.0190 1.1453 1.5471 -1.24
H -2.2030 -1.2145 -0.7710 0.29
H -1.0684 -2.5878 -0.6378 0.30
H -2.1514 -2.1843 0.7258 0.25
H 0.7864 -1.1848 -1.0011 0.39
H -1.2676 1.0770 -1.0393 0.29
H -0.2016 0.6154 -2.4070 0.25
H 2.3019 0.4866 -0.0703 0.37
H 1.7190 0.6622 2.2362 0.32
H 1.1765 2.2274 1.5955 0.32
H 0.0015 0.9235 1.8781 0.30
```


(2)
The following is a quantum chemistry calculation of a 2-piece molecular cluster, C5H10O2 overall, from the OMol25 dataset.

Summary:
- Total charge: 0
- 2S+1: 1
- Kohn-Sham gap (spin up / spin down): 0.30329 / 0.29092 Ha
- Lowest unoccupied orbital energy (spin up / spin down): 0.852 / 0.733 eV

XYZ file:
```
17
Properties=species:S:1:pos:R:3:mulliken_charge:R:1
C 1.4318 0.2638 -1.8289 -0.96
C 0.5156 0.1096 1.5300 -0.51
O 0.1664 1.2789 1.0122 -0.27
C -1.0043 1.2967 0.4417 -0.39
C -1.6405 -0.0413 0.5951 -0.43
C -0.4796 -0.9371 1.1290 0.09
O -0.0054 -1.8930 0.1883 -0.55
H 2.0117 1.1749 -1.9836 0.30
H 1.2471 -0.2355 -2.7823 0.32
H 2.0077 -0.3998 -1.1770 0.26
H 1.5557 0.0135 1.7983 0.38
H 0.4794 0.5494 -1.3760 0.14
H -1.3407 2.2352 0.0326 0.42
H -2.4517 -0.0066 1.3332 0.32
H -2.0663 -0.4466 -0.3301 0.23
H -0.8168 -1.5508 1.9671 0.33
H 0.3899 -1.4114 -0.5494 0.30
```


(3)
The following is a quantum chemistry calculation of C5H10O2 as an isolated structure, from the OMol25 dataset.

Summary:
- Total charge: 0
- 2S+1: 1
- Kohn-Sham gap: 0.39401 Ha
- Lowest unoccupied orbital energy: 0.977 eV

XYZ file:
```
17
Properties=species:S:1:pos:R:3:mulliken_charge:R:1
C 2.5760 0.8602 -0.7093 -0.51
O 1.8147 1.7025 0.1180 -0.54
C -0.2924 -0.8312 0.4315 0.06
C -1.0411 -0.6516 1.7041 -0.62
C -1.7553 -1.1625 0.4767 -0.33
C -1.9118 -0.0192 -0.5114 -0.40
O -0.4956 0.2852 -0.4384 -0.53
H 2.2021 0.8344 -1.7437 0.22
H 2.6157 -0.1788 -0.3377 0.18
H 3.6005 1.2444 -0.7250 0.29
H 0.6011 -1.4307 0.2873 0.39
H -0.8500 -1.4025 2.4659 0.25
H -1.2291 0.3544 2.0759 0.19
H -2.2539 -2.1230 0.4234 0.35
H -2.1695 -0.3394 -1.5253 0.27
H -2.5346 0.8320 -0.2133 0.26
H 0.8835 1.4793 -0.0378 0.47
```


(4)
The following is a quantum chemistry calculation of one molecule with the formula C5H10O2, from the OMol25 dataset.

Summary:
- Total charge: 0
- 2S+1: 1
- SMILES: CCO[C@@H](C)C=O
- Kohn-Sham gap: 0.39224 Ha
- Lowest unoccupied orbital energy: 0.935 eV

XYZ file:
```
17
Properties=species:S:1:pos:R:3:mulliken_charge:R:1
C -1.1007 -1.9571 0.5084 -1.09
C -0.5400 -0.6632 1.0498 -0.23
O 0.7612 -0.4300 0.4988 -0.38
C 0.7780 0.9033 0.0192 0.48
C 1.7376 1.0766 -1.1420 -1.38
C -0.6730 1.1029 -0.4262 0.06
O -1.4666 1.9022 0.0219 -0.54
H -0.5489 -2.8077 0.9150 0.31
H -2.1513 -2.0378 0.7988 0.35
H -1.0346 -2.0088 -0.5878 0.27
H -1.2298 0.2019 0.8802 0.17
H -0.5078 -0.6074 2.1326 0.39
H 1.0058 1.6016 0.8365 0.25
H 1.6543 2.1002 -1.5250 0.38
H 2.7738 0.9069 -0.8361 0.34
H 1.4953 0.3768 -1.9497 0.33
H -0.9533 0.3396 -1.1945 0.31
```


(5)
The following is a quantum chemistry calculation of a 2-piece molecular cluster, C5H10O2 overall, from the OMol25 dataset.

Summary:
- Total charge: 0
- 2S+1: 1
- SMILES: O[C@H]1[C@H]2CCO[C@@H]12.[H][H]
- Kohn-Sham gap: 0.36815 Ha
- Lowest unoccupied orbital energy: 0.913 eV

XYZ file:
```
17
Properties=species:S:1:pos:R:3:mulliken_charge:R:1
O -1.3186 -1.1805 1.2733 -0.51
C -1.0147 0.0678 0.7428 -0.23
C 0.4273 0.4082 0.5410 -0.05
C 1.3510 -0.8020 0.4077 -0.60
C 1.3175 -1.0272 -1.1006 -0.45
O -0.0514 -0.7980 -1.4415 -0.39
C -0.4768 0.2860 -0.6604 -0.07
H -2.2065 -1.4157 0.9791 0.31
H -1.8811 2.7143 0.0726 -0.03
H -1.6294 0.8814 1.1337 0.22
H 0.8252 1.3577 0.8885 0.36
H 2.3462 -0.6305 0.8223 0.37
H 0.8979 -1.6637 0.9058 0.22
H 1.5861 -2.0347 -1.4280 0.32
H 1.9688 -0.2996 -1.6133 0.27
H -0.8429 1.1254 -1.2446 0.23
H -1.2985 3.0112 -0.2782 0.04
```


(6)
The following is a quantum chemistry calculation of a 2-piece molecular cluster, C5H10O2 overall, from the OMol25 dataset.

Summary:
- Total charge: 0
- 2S+1: 1
- SMILES: CC(=O)O.C=CC
- Kohn-Sham gap: 0.39114 Ha
- Lowest unoccupied orbital energy: 0.680 eV

XYZ file:
```
17
Properties=species:S:1:pos:R:3:mulliken_charge:R:1
C 1.9119 0.1566 0.5451 0.08
C 0.8861 -0.4603 1.0696 -0.78
C 2.7059 -0.3386 -0.6870 -1.02
C -2.1423 -1.3269 -0.2150 -0.27
C -3.1258 -0.2316 -0.1389 0.55
O -2.8530 0.6079 0.8354 -0.44
O -4.2278 -0.2244 -0.6595 -0.58
H 2.1852 1.1026 0.8685 0.41
H 0.4058 -1.3620 0.5634 0.15
H 2.1750 -1.0548 -1.3835 0.29
H 2.9108 0.5162 -1.2968 0.31
H 3.6061 -0.7006 -0.3654 0.31
H -1.2519 -1.2516 0.4317 -0.22
H -2.6353 -2.3441 -0.0273 0.27
H -1.7688 -1.2513 -1.2598 0.27
H -3.2814 1.5131 0.8257 0.36
H 0.3555 -0.1866 1.9605 0.30
```


(7)
The following is a quantum chemistry calculation of a 2-piece molecular cluster, C5H10O2 overall, from the OMol25 dataset.

Summary:
- Total charge: 0
- 2S+1: 1
- SMILES: C=C(C)O.CC=O
- Kohn-Sham gap: 0.35837 Ha
- Lowest unoccupied orbital energy: 0.930 eV

XYZ file:
```
17
Properties=species:S:1:pos:R:3:mulliken_charge:R:1
C -1.0625 -0.2086 -1.9371 -0.76
C 0.2955 0.4074 -2.1188 0.13
O 0.5736 1.5450 -1.8014 -0.57
C 0.4613 0.1633 1.2612 0.79
C -0.5510 -0.1420 2.3229 -1.11
C 1.2755 -0.7459 0.7103 -1.06
O 0.4390 1.4846 0.9601 -0.51
H -0.9888 -1.2959 -1.8521 0.30
H -1.6750 0.0276 -2.8167 0.34
H -1.5495 0.2145 -1.0549 0.20
H -1.5398 0.2133 2.0128 0.28
H -0.2875 0.3965 3.2396 0.29
H -0.5994 -1.2111 2.5396 0.33
H 2.0585 -0.4783 0.0057 0.37
H 1.0674 -0.2319 -2.5921 0.36
H 1.2097 -1.7852 1.0142 0.24
H 0.8730 1.6468 0.1068 0.39
```


(8)
The following is a quantum chemistry calculation of one molecule with the formula C5H10O2, from the OMol25 dataset.

Summary:
- Total charge: 0
- 2S+1: 1
- SMILES: CC[C@@H](O)CC=O
- Kohn-Sham gap: 0.40327 Ha
- Lowest unoccupied orbital energy: 0.786 eV

XYZ file:
```
17
Properties=species:S:1:pos:R:3:mulliken_charge:R:1
C 1.7456 1.0394 -1.3557 -1.18
C 1.2831 0.0993 -0.2461 -0.48
C -0.2292 0.1469 -0.0479 0.14
O -0.8182 -0.3758 -1.2201 -0.52
C -0.6477 -0.6424 1.2106 -0.69
C -2.1472 -0.6475 1.3485 0.04
O -2.8611 -1.3375 0.6508 -0.50
H 2.8056 0.8890 -1.5837 0.35
H 1.1702 0.8625 -2.2691 0.30
H 1.6063 2.0875 -1.0646 0.30
H 1.5324 -0.9380 -0.5030 0.32
H 1.7922 0.3366 0.6973 0.30
H -0.5445 1.1979 0.0849 0.20
H -1.6037 -0.8912 -0.9900 0.36
H -0.1822 -0.1968 2.0967 0.36
H -0.3035 -1.6784 1.1061 0.37
H -2.5982 0.0483 2.0853 0.33
```


(9)
The following is a quantum chemistry calculation of one molecule with the formula C5H10O2, from the OMol25 dataset.

Summary:
- Total charge: 0
- 2S+1: 1
- SMILES: C[C@@H]1[C@H](O)C[C@@H]1O
- Kohn-Sham gap: 0.39013 Ha
- Lowest unoccupied orbital energy: 0.843 eV

XYZ file:
```
17
Properties=species:S:1:pos:R:3:mulliken_charge:R:1
C -1.5369 -0.4612 -0.5561 -1.44
C -0.6416 0.1388 0.5235 0.07
C 0.6204 -0.7044 0.8305 0.00
O 0.5008 -2.0680 0.5055 -0.55
C 1.4375 0.2071 -0.1061 -0.89
C 0.3283 1.2581 0.0378 0.09
O 0.0401 2.0002 -1.1212 -0.55
H -2.0574 0.3134 -1.1349 0.41
H -2.3125 -1.0851 -0.1046 0.33
H -0.9752 -1.0910 -1.2500 0.33
H -1.2425 0.4093 1.3991 0.35
H 0.9246 -0.5784 1.8797 0.34
H 1.3833 -2.4571 0.5438 0.31
H 2.4601 0.4839 0.1680 0.35
H 1.4175 -0.1869 -1.1273 0.27
H 0.5396 1.9508 0.8646 0.30
H -0.8861 1.8705 -1.3522 0.29
```


(10)
The following is a quantum chemistry calculation of a 2-piece molecular cluster, C5H10O2 overall, from the OMol25 dataset.

Summary:
- Total charge: 0
- 2S+1: 1
- SMILES: C=C[C@@]1(O)C[C@@H]1O.[H][H]
- Kohn-Sham gap: 0.36392 Ha
- Lowest unoccupied orbital energy: 0.970 eV

XYZ file:
```
17
Properties=species:S:1:pos:R:3:mulliken_charge:R:1
C 1.6058 0.9359 0.8886 -0.64
C 0.5522 0.1347 1.0346 -0.72
C -1.5498 0.6262 -0.1594 -0.29
O -1.7444 1.3742 -1.3051 -0.53
C -1.6554 -0.8718 -0.1273 -0.73
C -0.2980 -0.2066 -0.1295 1.10
O 0.3419 -0.1936 -1.3852 -0.61
H 2.2331 -1.5601 0.4298 -0.11
H 2.1759 1.2941 1.7374 0.28
H 1.8900 1.2917 -0.1025 0.28
H 0.2102 -0.1952 2.0146 0.32
H -1.7824 1.1487 0.7683 0.33
H -0.9029 1.2974 -1.7866 0.34
H -2.0448 -1.3663 0.7600 0.27
H -1.9155 -1.3283 -1.0778 0.25
H 1.9110 -2.1671 0.1457 0.15
H 1.2403 -0.5315 -1.2741 0.32
```


(11)
The following is a quantum chemistry calculation of a 2-piece molecular cluster, C5H10O2 overall, from the OMol25 dataset.

Summary:
- Total charge: 0
- 2S+1: 1
- SMILES: CCC(=O)CC=O.[H][H]
- Kohn-Sham gap: 0.38457 Ha
- Lowest unoccupied orbital energy: 0.725 eV

XYZ file:
```
17
Properties=species:S:1:pos:R:3:mulliken_charge:R:1
C 1.3353 -0.9867 1.6411 -1.14
C 0.5097 -1.1179 0.3689 -0.38
C 0.4742 0.1319 -0.4904 0.50
O 1.2213 1.0693 -0.3308 -0.53
C -0.5221 0.1259 -1.6467 -0.61
C -1.5704 1.2217 -1.6031 0.04
O -1.7053 2.0418 -0.7319 -0.41
H 1.5188 -1.9706 2.0840 0.36
H 2.2959 -0.5096 1.4310 0.28
H 0.8159 -0.3721 2.3820 0.26
H 0.9193 -1.9084 -0.2798 0.34
H -0.5212 -1.4268 0.5873 0.30
H -0.7606 1.3426 2.0121 0.05
H -0.7379 1.7176 1.3696 -0.06
H -1.0526 -0.8320 -1.7314 0.34
H 0.0336 0.2609 -2.5836 0.33
H -2.2541 1.2123 -2.4786 0.33
```


(12)
The following is a quantum chemistry calculation of one molecule with the formula C5H10O2, from the OMol25 dataset.

Summary:
- Total charge: 0
- 2S+1: 1
- SMILES: C[C@@H]1OC[C@H](C)O1
- Kohn-Sham gap: 0.40720 Ha
- Lowest unoccupied orbital energy: 1.131 eV

XYZ file:
```
17
Properties=species:S:1:pos:R:3:mulliken_charge:R:1
C -1.9130 -1.0592 0.7609 -1.48
C -1.1030 0.0274 0.0890 0.48
C -0.3265 0.9860 1.0342 -0.45
O 0.9773 1.0399 0.4897 -0.38
C 0.9227 0.4200 -0.7773 0.50
C 2.2603 -0.1871 -1.1144 -1.37
O -0.0643 -0.5715 -0.6724 -0.41
H -2.3339 -1.7191 -0.0021 0.34
H -2.7364 -0.6381 1.3477 0.38
H -1.2752 -1.6537 1.4223 0.35
H -1.7461 0.6093 -0.5930 0.27
H -0.2624 0.6106 2.0659 0.27
H -0.7752 1.9866 1.0676 0.27
H 0.6099 1.1614 -1.5385 0.22
H 2.5417 -0.8867 -0.3233 0.32
H 2.2016 -0.7199 -2.0676 0.35
H 3.0225 0.5941 -1.1888 0.35
```


These records have maximum force values of 0.39, 1.22, 0.48, 1.87, 0.31, 3.60, 0.55, 0.53, 0.32, 0.35, 0.61, 0.41 eV/A, in the order they appear.
These records have relative energy (zero: lowest compared OMol25 entry of this formula, charge and spin) values of 2.526, 4.408, 3.681, 2.732, 3.548, 2.251, 1.819, 1.281, 1.906, 4.020, 2.319, 1.224 eV, in the order they appear.